1.
Entry from the Open Molecules 2025 dataset: the ion C7H18N3 with charge +1 (wB97M-V/def2-TZVPD).

Positions of all 28 atoms, in Å:
1 N 2.83 -0.39 1.31
2 C 2.70 -0.17 -0.12
3 C 1.83 -1.19 -0.90
4 C 0.59 -0.58 -1.53
5 N -0.30 0.00 -0.46
6 C -0.98 1.29 -0.83
7 C -1.67 1.86 0.39
8 N -2.62 0.90 0.92
9 C -2.03 -0.39 1.25
10 C -1.34 -0.96 0.03
11 H 2.13 0.06 1.88
12 H 2.89 -1.36 1.57
13 H 3.70 -0.16 -0.56
14 H 2.33 0.85 -0.27
15 H 1.54 -2.01 -0.23
16 H 2.40 -1.66 -1.70
17 H 0.00 -1.32 -2.07
18 H 0.84 0.23 -2.22
19 H 0.29 0.21 0.34
20 H -0.22 1.96 -1.23
21 H -1.70 1.05 -1.61
22 H -0.91 2.17 1.13
23 H -2.20 2.76 0.08
24 H -3.07 1.28 1.74
25 H -1.32 -0.35 2.09
26 H -2.82 -1.08 1.53
27 H -0.85 -1.91 0.24
28 H -2.04 -1.10 -0.80

The calculation puts the HOMO energy at -12.832 eV. As for the energy above the lowest of the compared OMol25 structures with the same formula, charge and spin: 33.90 kcal per mole. As for the frontier orbital gap: 10.259 eV. The value obtained for the largest force on an atom is 0.0045 hartree/bohr. As for the charge: +1. The SMILES is NCCC[NH+]1CCNCC1. Its spin multiplicity is 1.

2.
Entry from the Open Molecules 2025 dataset: the molecule C7H18N3OP at a distorted geometry (wB97M-V/def2-TZVPD).

Positions of all 30 atoms, in Å:
1 H 0.51 0.86 -1.53
2 N 1.57 0.93 -1.67
3 C 2.29 0.56 -0.71
4 C 3.79 0.63 -0.71
5 C 1.78 -0.11 0.59
6 C 2.50 -1.39 1.13
7 N 0.38 -0.42 0.46
8 P -0.84 0.75 0.73
9 N -0.32 2.44 0.72
10 O -1.18 0.46 2.23
11 C -2.39 0.16 -0.22
12 C -2.54 -1.35 -0.22
13 C -2.30 0.81 -1.63
14 H 4.29 0.58 -1.69
15 H 4.20 1.54 -0.30
16 H 4.25 -0.10 -0.07
17 H 1.84 0.62 1.45
18 H 2.40 -2.27 0.53
19 H 2.13 -1.72 2.18
20 H 3.52 -1.16 1.22
21 H 0.21 -1.18 -0.22
22 H -0.41 2.74 -0.22
23 H -1.39 1.32 2.61
24 H -3.10 0.70 0.45
25 H -1.79 -1.60 -0.84
26 H -2.49 -1.67 0.87
27 H -3.48 -1.56 -0.63
28 H -1.48 0.24 -2.14
29 H -2.09 1.76 -1.44
30 H -3.25 0.60 -2.17

The calculation puts the HOMO energy at -8.303 eV. As for the energy above the lowest of the compared OMol25 structures with the same formula, charge and spin: 0.00 kcal per mole. As for the frontier orbital gap: 9.044 eV. The value obtained for the largest force on an atom is 0.1135 hartree/bohr. As for the charge: 0. The SMILES is [H]/N=C(/C)[C@H](C)N[P@](=N)(O)C(C)C. Its spin multiplicity is 1.

3.
Entry from the Open Molecules 2025 dataset: the ion C7H18N4P with charge +1 at a distorted geometry (wB97M-V/def2-TZVPD).

Positions of all 30 atoms, in Å:
1 C 1.88 -0.19 0.98
2 C -0.43 -2.18 -1.38
3 C 1.55 -0.70 -2.01
4 C -0.01 2.24 -1.43
5 C 0.52 2.37 1.03
6 C -0.60 -1.51 2.18
7 C -2.19 -0.01 1.03
8 N 2.97 -0.20 1.33
9 N 0.32 -0.97 -1.23
10 N 0.35 1.52 -0.20
11 N -0.83 -0.58 1.07
12 P 0.35 -0.06 0.12
13 H -1.19 -2.28 -0.59
14 H -1.13 -2.19 -2.21
15 H 0.17 -3.08 -1.43
16 H 1.93 0.37 -1.82
17 H 2.27 -1.57 -1.83
18 H 1.30 -0.69 -2.98
19 H -0.03 1.45 -2.16
20 H -0.92 2.68 -1.23
21 H 0.66 2.97 -1.89
22 H 0.98 1.62 1.82
23 H 1.29 2.98 0.78
24 H -0.35 2.88 1.43
25 H -1.27 -2.33 2.14
26 H 0.54 -1.91 1.93
27 H -0.74 -1.03 3.19
28 H -2.03 1.03 0.81
29 H -2.90 -0.68 0.41
30 H -2.47 0.06 2.14

The calculation puts the HOMO energy (alpha / beta) at -7.825 / -13.526 eV. As for the energy above the lowest of the compared OMol25 structures with the same formula, charge and spin: 22.18 kcal per mole. As for the frontier orbital gap (alpha / beta): 5.098 / 5.048 eV. The value obtained for the largest force on an atom is 0.1418 hartree/bohr. As for the charge: +1. The expectation value of S² is 2.02. Its spin multiplicity is 3.